(1)
A structure of composition C27H41ClN2O6PReSSe at a distorted geometry. Source: OMol25; level of theory: ωB97M-V/def2-TZVPD.

Each line ends with the Mulliken spin population.
Positions of all 81 atoms, in Å:
Re1 -1.2774 -0.6154 0.3680  2.564
C1 3.6586 1.6690 6.1404  0.000
C2 2.5138 0.8994 5.5363  0.001
C3 2.1416 1.1031 4.2122  0.003
C4 1.1146 0.3644 3.6458  -0.002
C5 0.4684 -0.5948 4.4045  0.005
C6 0.8049 -0.7950 5.7333  0.001
C7 1.8221 -0.0422 6.2964  0.000
S1 -0.7035 -1.6931 3.6115  0.004
O1 0.0995 -2.7113 2.9697  0.000
O2 -1.6156 -2.1367 4.6372  0.002
N1 -1.4065 -0.8035 2.4861  0.089
C8 -2.4902 0.0385 2.9891  -0.005
C9 -3.6229 0.0980 1.9553  0.024
O3 -4.6985 0.5807 2.2651  0.014
O4 -3.3146 -0.3756 0.7895  0.025
H1 4.0618 2.3843 5.4249  0.000
H2 4.4585 0.9884 6.4385  0.000
H3 3.3411 2.2174 7.0288  0.000
H4 2.6567 1.8479 3.6166  0.000
H5 0.7950 0.5398 2.6270  0.010
H6 0.2620 -1.5439 6.2957  0.000
H7 2.0952 -0.1909 7.3350  0.000
H8 -2.1691 1.0718 3.1671  0.003
H9 -2.8929 -0.3550 3.9198  0.001
N2 -3.2696 2.7879 0.3591  0.005
C10 -2.5233 3.1497 1.5394  0.002
C11 -1.0877 2.5443 1.5856  0.001
O5 -0.2795 3.1173 2.3133  0.007
O6 -0.8126 1.4955 0.8924  0.043
H10 -3.0998 3.4147 -0.4133  0.001
H11 -4.2621 2.7141 0.5300  0.000
H12 -3.0454 2.7615 2.4158  0.001
H13 -2.3977 4.2288 1.6768  0.000
C12 -1.1168 -0.5986 -7.8434  0.000
C13 -1.2946 -0.4332 -6.3569  0.000
C14 -1.2231 0.8166 -5.7580  0.002
C15 -1.4160 0.9852 -4.3923  0.039
C16 -1.3504 2.3681 -3.7991  0.021
C17 -1.6894 -0.1344 -3.5914  0.020
Se1 -2.2084 0.2269 -1.7316  0.086
C18 -1.7556 -1.4051 -4.1767  0.001
C19 -2.0437 -2.6427 -3.3770  0.006
C20 -1.5531 -1.5293 -5.5477  0.005
H14 -0.9184 0.3621 -8.3179  0.000
H15 -2.0142 -1.0247 -8.2965  0.000
H16 -0.2884 -1.2728 -8.0700  0.000
H17 -1.0220 1.6897 -6.3708  0.000
H18 -0.9037 3.0758 -4.4982  0.001
H19 -0.7741 2.3556 -2.8734  -0.013
H20 -2.3572 2.7076 -3.5442  -0.001
H21 -2.4607 -2.3809 -2.4078  -0.002
H22 -1.1282 -3.2108 -3.2038  -0.003
H23 -2.7466 -3.2866 -3.9081  -0.001
H24 -1.6170 -2.5168 -5.9959  0.000
C21 1.4899 -0.4466 -2.9192  0.002
C22 1.7693 -1.3572 -1.7286  0.009
P1 1.1543 -0.7170 -0.1098  0.056
C23 1.8064 1.0096 -0.1142  0.001
C24 3.2661 1.2568 -0.5006  -0.002
C25 2.1471 -1.7859 1.0179  -0.013
C26 3.6172 -1.4301 1.2147  0.002
H25 1.6747 -0.9727 -3.8569  0.001
H26 2.1045 0.4541 -2.9041  0.001
H27 0.4485 -0.1392 -2.9134  0.008
H28 2.8405 -1.5452 -1.6183  0.000
H29 1.2790 -2.3173 -1.8731  -0.013
H30 1.5850 1.4487 0.8580  0.004
H31 1.1315 1.5115 -0.8121  0.002
H32 3.9278 1.1083 0.3496  0.000
H33 3.3834 2.2882 -0.8357  0.000
H34 3.5981 0.6025 -1.3073  0.000
H35 2.0468 -2.7869 0.5917  0.001
H36 1.6376 -1.8311 1.9748  0.004
H37 4.1436 -1.3063 0.2670  0.000
H38 4.1094 -2.2310 1.7683  0.000
H39 3.7216 -0.5143 1.7961  0.000
Cl1 -0.4812 -3.7749 -0.5852  0.015
C27 -1.6354 -2.7407 0.3000  -0.066
H40 -1.5940 -3.1133 1.3202  0.019
H41 -2.6156 -2.9808 -0.1118  0.009

The value obtained for the total energy is -5293.9779 Eh. Its energy above the lowest of the compared OMol25 structures with the same formula, charge and spin is 136.3 kJ/mol. The charge is -1. As for the expectation value of S²: 3.776. As for the spin multiplicity: 4.

(2)
A structure of composition C27H41F6N4O8S3SbTi at a distorted geometry. Source: OMol25; level of theory: ωB97M-V/def2-TZVPD.

Each line ends with the Löwdin charge.
Positions of all 91 atoms, in Å:
Ti1 0.8458 -1.0993 0.8929  1.135
C1 1.4323 2.0904 1.2854  -0.055
N1 0.5558 1.0871 1.9411  -0.206
C2 0.9126 1.0467 3.3912  -0.041
C3 -0.8608 1.3884 1.8966  -0.241
C4 -1.3835 2.6419 2.1385  -0.053
C5 -2.7567 2.8240 2.2719  -0.123
C6 -3.5846 1.7171 2.2158  -0.106
C7 -3.0675 0.4459 2.0018  -0.025
C8 -1.6928 0.2579 1.8042  -0.224
N2 -1.0400 -0.9473 1.6348  -0.033
C9 -1.7254 -2.1512 1.4009  -0.226
C10 -2.9319 -2.3355 0.7337  -0.031
C11 -3.4243 -3.6161 0.5139  -0.089
C12 -2.7182 -4.7273 0.9342  -0.095
C13 -1.4778 -4.5606 1.5386  -0.025
C14 -0.9867 -3.2901 1.7505  -0.204
N3 0.3462 -2.9980 2.2317  -0.218
C15 1.2826 -4.1295 2.1052  -0.059
C16 0.3019 -2.5953 3.6563  -0.040
H1 0.9880 3.0860 1.3001  0.079
H2 2.3763 2.1209 1.8274  0.093
H3 1.6345 1.8094 0.2571  0.034
H4 0.7988 2.0516 3.8081  0.104
H5 0.2312 0.3683 3.9026  0.091
H6 1.9417 0.7257 3.5330  0.035
H7 -0.7179 3.4887 2.2445  0.108
H8 -3.1630 3.8143 2.4340  0.092
H9 -4.6538 1.8326 2.3522  0.093
H10 -3.7319 -0.4031 2.0184  0.090
H11 -3.4566 -1.4852 0.3229  0.101
H12 -4.3556 -3.7360 -0.0269  0.095
H13 -3.0938 -5.7231 0.7369  0.094
H14 -0.8772 -5.4221 1.7915  0.108
H15 1.2666 -4.5076 1.0895  0.083
H16 2.2811 -3.7755 2.3512  0.072
H17 1.0008 -4.9186 2.8133  0.090
H18 0.0056 -3.4606 4.2592  0.096
H19 1.2918 -2.2592 3.9585  0.087
H20 -0.4197 -1.7959 3.7930  0.080
F1 3.6551 0.9338 5.9720  -0.134
C17 4.1157 1.0454 4.6274  -0.412
F2 5.5086 1.1054 4.8423  -0.118
F3 3.8352 2.4385 4.3963  -0.150
S1 3.7793 -1.2354 2.2601  0.805
O1 2.1891 -0.9430 2.1027  -0.581
O2 3.8578 -2.3963 3.1367  -0.451
N4 4.0800 -1.8429 0.7171  -0.369
S2 3.6305 -1.0430 -0.5010  0.585
O3 3.8466 -1.5844 -1.8002  -0.248
O4 2.3277 -0.2894 -0.3463  -0.443
C18 4.7663 0.4370 -0.4960  -0.656
F4 6.0316 0.0412 -0.3070  0.117
F5 4.7231 1.0938 -1.6707  0.104
F6 4.4572 1.3108 0.4657  0.121
O5 -0.0936 -4.0954 -1.2171  -0.291
S3 0.6486 -2.8589 -1.3197  0.346
O6 1.0462 -2.4950 -2.6553  -0.293
O7 -0.1859 -1.6939 -0.7181  -0.495
O8 1.7523 -2.8028 -0.2955  -0.428
C19 -2.1985 3.8169 -1.3763  -0.166
C20 -0.9992 3.3491 -2.1973  -0.571
C21 -1.0612 3.9077 -3.6158  -0.154
Sb1 -0.6555 1.2073 -1.8294  1.598
C22 -2.4891 0.3587 -2.6777  -0.552
C23 -3.1243 1.1247 -3.8334  -0.159
C24 -2.3443 -1.1199 -3.0327  -0.144
C25 0.8762 0.8297 -3.3142  -0.547
C26 0.4457 0.7195 -4.7713  -0.137
C27 1.9789 1.8673 -3.1256  -0.157
H21 -2.2250 4.9115 -1.3040  0.070
H22 -2.1887 3.4158 -0.3617  0.035
H23 -3.1405 3.5038 -1.8367  0.060
H24 -0.0990 3.7632 -1.7262  0.069
H25 -1.9415 3.5605 -4.1567  0.050
H26 -0.1859 3.6421 -4.2079  0.042
H27 -1.1144 5.0046 -3.5853  0.068
H28 -3.1657 0.4251 -1.8172  0.065
H29 -2.4457 1.1991 -4.6864  0.060
H30 -3.4235 2.1344 -3.5533  0.040
H31 -4.0240 0.5992 -4.1797  0.069
H32 -1.7650 -1.2580 -3.9474  0.064
H33 -3.3367 -1.5552 -3.2052  0.072
H34 -1.8577 -1.6937 -2.2478  0.040
H35 1.2616 -0.1431 -2.9984  0.054
H36 -0.0396 1.6284 -5.1373  0.050
H37 -0.2375 -0.1149 -4.9285  0.053
H38 1.3236 0.5405 -5.4039  0.074
H39 1.6698 2.8635 -3.4557  0.055
H40 2.8657 1.5861 -3.7023  0.078
H41 2.2958 1.9402 -2.0834  0.047

The value obtained for the total energy is -4757.9916 Eh. Its energy above the lowest of the compared OMol25 structures with the same formula, charge and spin is 218.5 kJ/mol. The charge is -2.

(3)
A structure of composition C27H42BCoN4. Source: OMol25; level of theory: ωB97M-V/def2-TZVPD.

Each line ends with the Mulliken spin population.
Positions of all 75 atoms, in Å:
Co1 -0.7455 -0.1517 0.1829  2.839
C1 4.2550 2.6751 1.1337  -0.010
C2 3.5835 1.3094 1.2598  -0.012
C3 4.6312 0.1949 1.2866  0.004
C4 2.6766 1.2244 2.4757  -0.022
C5 3.2666 1.2881 3.7337  -0.028
C6 2.5346 1.0849 4.8901  0.036
C7 1.1913 0.7702 4.7928  -0.030
C8 0.5568 0.7059 3.5587  -0.004
C9 -0.9049 0.3119 3.5186  0.006
C10 -1.1444 -1.0387 4.1904  0.001
C11 -1.7936 1.4084 4.1094  0.003
C12 1.2926 0.9967 2.4015  0.026
N1 0.6347 1.0142 1.1436  0.313
C13 0.9111 1.9992 0.2904  0.154
C14 0.5324 1.8777 -1.0612  0.185
N2 -0.0535 0.7610 -1.4861  0.277
C15 -0.3030 0.5850 -2.8645  -0.015
C16 -1.5312 0.0124 -3.2579  0.037
C17 -1.8729 0.0157 -4.6025  -0.032
C18 -1.0151 0.5296 -5.5601  0.041
C19 0.2425 0.9452 -5.1717  -0.032
C20 0.6504 0.9427 -3.8386  0.040
C21 2.1548 1.1465 -3.6289  0.008
C22 2.6302 2.5992 -3.6082  -0.001
C23 2.7899 0.3085 -2.5213  -0.069
C24 -2.4750 -0.6970 -2.2992  0.028
C25 -3.9001 -0.1476 -2.3470  0.006
C26 -2.4539 -2.2045 -2.5504  0.003
H1 4.8558 2.7251 0.2253  0.001
H2 4.9192 2.8584 1.9791  0.000
H3 3.5311 3.4903 1.1065  -0.002
H4 2.9811 1.1446 0.3664  0.028
H5 5.3406 0.3313 2.1032  0.000
H6 5.1983 0.1907 0.3547  0.000
H7 4.1673 -0.7840 1.4042  -0.001
H8 4.3292 1.4787 3.8024  0.000
H9 3.0137 1.1414 5.8579  0.002
H10 0.6263 0.5617 5.6911  0.000
H11 -1.2005 0.1976 2.4690  0.009
H12 -0.9178 -0.9977 5.2558  0.000
H13 -0.5225 -1.8103 3.7407  0.000
H14 -2.1874 -1.3401 4.0868  -0.001
H15 -1.5952 1.5380 5.1745  0.000
H16 -2.8513 1.1604 4.0015  0.000
H17 -1.6095 2.3713 3.6297  -0.001
H18 1.4730 2.8724 0.6098  0.085
H19 0.7518 2.6850 -1.7500  0.035
H20 -2.8220 -0.4051 -4.9071  0.001
H21 -1.2998 0.5437 -6.6027  0.003
H22 0.9633 1.2364 -5.9264  0.000
H23 2.5616 0.7265 -4.5561  0.002
H24 2.3636 3.1212 -2.6911  0.003
H25 2.2163 3.1643 -4.4439  0.000
H26 3.7170 2.6323 -3.6861  0.000
H27 2.5398 0.6414 -1.5169  0.069
H28 3.8755 0.3616 -2.6204  0.000
H29 2.4991 -0.7391 -2.6068  0.003
H30 -2.1180 -0.5472 -1.2694  -0.069
H31 -4.3724 -0.3801 -3.3025  0.000
H32 -3.9308 0.9380 -2.2331  0.000
H33 -4.5141 -0.6004 -1.5673  0.000
H34 -2.8197 -2.4240 -3.5546  0.000
H35 -3.0871 -2.7278 -1.8345  -0.001
H36 -1.4462 -2.6077 -2.4613  0.000
B1 -0.3160 -4.7916 0.6487  0.000
C27 -0.4748 -3.2226 0.5653  0.037
N3 -0.6050 -2.0720 0.4915  -0.005
H37 -1.2690 -5.1872 1.2832  0.002
H38 0.7397 -5.0055 1.1996  0.001
H39 -0.3311 -5.1877 -0.4969  0.001
N4 -2.3103 1.2754 0.4260  0.049
H40 -3.2095 1.0080 0.8146  0.002
H41 -2.4750 1.6939 -0.4848  -0.001
H42 -1.9074 1.9844 1.0322  -0.009

The value obtained for the total energy is -2680.6793 Eh. As for the expectation value of S²: 6.023. As for the spin multiplicity: 5.